Entry from the OMol25 dataset: a cluster of 3 separate species, C3H11NO3 in total (ωB97M-V with the def2-TZVPD basis set).

Atoms and positions in Å:
H  2.642  -1.005  2.329
H  -2.996  -0.601  1.947
C  0.503  -1.011  -1.745
H  -0.970  1.139  -1.130
H  0.763  1.477  -1.196
H  -0.390  -1.248  -2.335
H  0.182  2.941  0.471
O  -0.764  1.612  1.612
H  1.856  -1.315  1.074
O  2.749  -1.190  1.396
C  -0.018  1.004  -0.600
O  -2.873  -0.309  1.030
N  0.136  -0.453  -0.439
H  1.030  -1.961  -1.644
H  -0.761  -0.817  -0.152
H  1.121  -0.339  -2.325
H  -2.028  0.164  1.110
C  -0.182  1.910  0.597

Properties
- Lowest unoccupied orbital energy: 0.63 eV
- Frontier orbital gap: 10.230 eV
- SMILES string: CNCC=O.O.O


Entry from the OMol25 dataset: an isolated molecule of CH2O3 (ωB97M-V with the def2-TZVPD basis set).

Atoms and positions in Å:
H  0.805  1.356  0.200
C  0.015  0.040  0.015
O  -0.972  -0.731  0.149
O  -0.003  1.160  0.788
H  -0.666  -1.624  -0.213
O  0.821  -0.200  -0.939

Properties
- Lowest unoccupied orbital energy: 0.44 eV
- Frontier orbital gap: 11.593 eV
- SMILES string: O=C(O)O


Entry from the OMol25 dataset: a structure of composition C28H45BrN2P2W (ωB97M-V with the def2-TZVPD basis set).

Atoms and positions in Å:
H  5.858  1.728  0.973
N  -5.430  3.634  -3.102
H  -4.953  2.638  -4.786
H  5.532  0.891  -0.551
H  4.432  -2.366  -1.769
C  -2.667  -2.051  -0.865
C  -4.749  2.668  -3.716
H  3.546  2.107  0.132
C  0.964  1.687  -2.070
C  -3.842  -1.650  0.020
N  -0.514  0.587  1.828
H  0.158  -3.428  -1.275
P  2.484  -0.034  0.415
C  2.663  -1.212  1.866
H  -4.126  -0.602  -0.147
C  -5.237  3.826  -1.805
C  -3.842  1.812  -3.075
H  -1.283  -2.719  -3.255
C  -1.098  -3.991  1.290
H  2.482  -1.156  -1.814
H  4.156  -2.361  -0.030
H  4.603  -0.559  2.649
H  -0.508  1.104  4.758
C  -0.214  1.938  -1.351
H  4.682  -2.108  1.770
C  -0.727  -2.506  1.243
H  0.894  4.344  0.844
H  -1.229  -1.308  4.710
H  2.042  -0.789  2.683
H  -5.748  4.658  -1.308
H  3.558  0.205  -1.641
H  1.075  -1.956  -1.447
C  4.062  -1.485  2.424
H  -4.710  -2.265  -0.265
H  -1.346  0.347  -2.258
H  0.427  -2.800  -3.648
H  -4.250  3.258  0.014
H  0.926  0.979  -2.920
H  -2.175  -4.148  1.414
H  -2.161  1.625  4.287
H  -2.878  -0.818  4.220
C  -1.986  -0.511  4.787
H  -2.789  1.329  0.266
C  -1.287  0.939  -1.357
H  0.334  -2.421  1.509
W  0.280  0.525  0.083
C  5.283  0.908  0.520
C  -0.179  2.701  -0.124
H  -3.385  1.041  -3.669
C  1.978  2.650  -1.970
C  -4.387  3.019  -1.043
H  -0.600  -4.431  2.162
H  -2.647  -3.149  -0.986
C  -1.424  0.813  4.209
H  5.626  -0.034  0.989
C  0.074  -2.378  -1.571
H  -0.770  -4.551  0.411
H  -3.670  -1.802  1.095
H  -1.273  -1.984  2.039
H  -1.091  2.847  0.472
Br  3.106  4.971  -0.859
C  3.211  -0.714  -1.128
P  -0.969  -1.595  -0.318
H  3.924  -2.039  3.365
H  2.173  -2.168  1.591
C  0.881  3.640  0.005
H  -2.819  -1.619  -1.867
H  3.629  1.537  1.797
H  5.304  -1.210  -0.740
C  1.871  3.668  -1.004
H  -2.272  -0.431  5.848
C  4.341  -1.711  -0.893
C  -1.110  0.656  2.834
H  -0.339  -1.236  -3.419
C  -3.586  2.017  -1.668
C  3.786  1.236  0.754
H  2.806  2.651  -2.691
C  -2.567  1.375  -0.829
C  -0.313  -2.263  -3.039

Properties
- Lowest unoccupied orbital energy (alpha / beta): -14.51 / -14.25 eV
- Total charge: +4
- Frontier orbital gap (alpha / beta): 5.460 / 6.080 eV
- Multiplicity: 3


F_max in eV/A, matching the order above: 1.5, 4.7, 5.2